1.
DFT (ωB97M-V with the def2-TZVPD basis set) results for the molecule C4H8O.

```
13
Properties=species:S:1:pos:R:3:forces:R:3
C 1.7732 0.1048 0.6713 1.3 -2.0 0.7
O 1.0382 -0.2651 -0.4092 0.9 -0.3 -1.0
C -0.1013 0.2966 -0.7702 -1.1 -2.4 -0.1
C -1.2375 -0.8452 -0.3783 -0.8 1.0 -1.5
C -1.2435 0.5610 0.0883 -1.0 1.0 0.3
H 1.3100 0.7442 1.4378 0.3 0.4 -0.7
H 2.7019 0.3437 0.1313 0.5 0.8 1.7
H 1.8245 -0.9225 1.0903 1.2 0.8 1.1
H 0.0841 0.7778 -1.7435 -1.4 -0.3 0.1
H -1.7354 -1.1283 -1.2818 -1.0 0.0 0.0
H -1.2945 -1.6034 0.4278 1.4 0.4 -0.8
H -1.9191 1.2213 -0.4200 -0.5 0.5 0.2
H -1.2008 0.7151 1.1561 0.3 0.1 0.1
```
Positions in Å, forces in eV/Å.

As for the SMILES: COC1CC1. As for the HOMO energy: -8.0 eV. The gap between HOMO and LUMO is 9.17 eV. The LUMO energy comes out at 1.137 eV. For the energy above the lowest of the compared OMol25 structures with the same formula, charge and spin, the calculation gives 89.4 kcal per mole.

***

2.
DFT (ωB97M-V with the def2-TZVPD basis set) results for a cluster of 2 separate species, C4H8O in total.

```
13
Properties=species:S:1:pos:R:3:forces:R:3
C -0.8309 -1.7432 -0.2838 -0.2 -0.2 -0.3
O -0.6102 -0.8763 0.8159 -0.1 0.2 0.0
C 0.1810 0.1583 0.5750 0.5 0.0 0.4
C 0.8186 1.1411 1.1067 0.0 -0.4 0.4
C 1.2913 0.6628 -0.2616 0.2 -0.1 -0.3
H 0.1102 -2.0568 -0.7494 -0.1 0.0 0.1
H -1.4597 -1.2560 -1.0333 0.0 -0.1 0.0
H -1.3519 -2.6019 0.1364 0.0 0.0 -0.2
H 1.1363 1.5519 2.0439 0.1 0.3 -0.1
H 1.1337 1.2839 -1.1520 -0.1 -0.2 0.2
H 2.1901 0.0382 -0.3131 0.0 0.2 -0.1
H -1.4495 1.5474 -0.5047 -0.1 0.4 -0.1
H -1.2391 2.2585 -0.4306 -0.2 -0.1 -0.2
```
Positions in Å, forces in eV/Å.

As for the SMILES: COC1=CC1.[H][H]. As for the HOMO energy: -8.5 eV. The gap between HOMO and LUMO is 9.61 eV. The LUMO energy comes out at 1.081 eV. For the energy above the lowest of the compared OMol25 structures with the same formula, charge and spin, the calculation gives 99.9 kcal per mole.

***

3.
DFT (ωB97M-V with the def2-TZVPD basis set) results for the molecule C4H8O.

```
13
Properties=species:S:1:pos:R:3:forces:R:3
O 1.4341 0.9501 -1.1728 1.8 3.7 -0.1
C 0.3553 0.7108 -0.3889 -3.3 0.5 1.9
C 0.4550 -0.0034 1.0029 2.0 -2.4 -0.6
C -0.6630 -0.9639 0.5346 -1.7 0.1 2.7
C -0.6978 -0.3782 -0.8374 0.5 -0.3 -3.7
H 1.6462 1.9640 -1.0073 -0.2 -3.3 -0.8
H -0.2422 1.6485 -0.1714 0.6 -0.6 -0.6
H 0.2886 0.3860 1.9793 -0.4 1.4 0.4
H 1.4428 -0.5411 1.1795 -1.0 0.4 -0.8
H -0.4032 -2.0153 0.6547 -0.3 0.0 -0.2
H -1.6208 -0.7262 1.1450 1.4 -0.7 -1.0
H -1.6690 0.1255 -1.1930 1.4 -1.1 0.5
H -0.3260 -1.1569 -1.7251 -0.8 2.2 2.3
```
Positions in Å, forces in eV/Å.

As for the SMILES: OC1CCC1. As for the HOMO energy: -9.9 eV. The gap between HOMO and LUMO is 10.63 eV. The LUMO energy comes out at 0.783 eV. For the energy above the lowest of the compared OMol25 structures with the same formula, charge and spin, the calculation gives 46.8 kcal per mole.

***

4.
DFT (ωB97M-V with the def2-TZVPD basis set) results for the molecule C4H8O.

```
13
Properties=species:S:1:pos:R:3:forces:R:3
C 1.2924 0.4707 -0.6996 0.1 0.1 -0.1
C -0.1344 -0.0260 -0.7028 0.1 -0.1 -0.5
C -0.4702 -1.2142 0.1092 0.7 0.0 -0.1
C -1.0031 0.3548 0.4329 0.3 -2.4 0.3
O -0.3323 0.8895 1.5245 0.0 0.0 0.5
H 1.7381 0.4134 0.2979 -0.1 0.0 -0.2
H 1.3455 1.5091 -1.0384 0.0 -0.1 0.0
H 1.8907 -0.1456 -1.3785 -0.1 0.1 0.1
H -0.6246 0.0178 -1.6675 0.1 0.0 -0.2
H 0.1992 -1.5609 0.8836 0.3 0.1 -0.2
H -1.1141 -1.9937 -0.3269 -0.1 0.7 0.5
H -1.9055 -0.2344 0.5725 -1.2 1.7 0.0
H -0.8815 1.5195 1.9931 -0.2 0.0 -0.1
```
Positions in Å, forces in eV/Å.

As for the SMILES: C[C@H]1C[C@H]1O. As for the HOMO energy: -8.3 eV. The gap between HOMO and LUMO is 9.24 eV. The LUMO energy comes out at 0.964 eV. For the energy above the lowest of the compared OMol25 structures with the same formula, charge and spin, the calculation gives 59.8 kcal per mole.

***

5.
DFT (ωB97M-V with the def2-TZVPD basis set) results for a cluster of 2 separate species, C4H8O in total.

```
13
Properties=species:S:1:pos:R:3:forces:R:3
C -1.7582 0.8182 -0.0648 -0.3 -0.1 -0.1
O -0.4942 1.2450 0.4338 0.2 -0.1 0.1
C 0.3887 0.2715 0.6418 0.3 -0.1 0.1
C 1.5814 -0.0755 0.9924 -0.1 0.3 0.0
C 0.6078 -1.1978 0.6478 -0.2 -0.3 -0.1
H -2.1620 -0.0032 0.5354 0.1 0.1 -0.1
H -1.6776 0.5023 -1.1109 0.0 0.0 0.2
H -2.4176 1.6845 0.0057 0.1 -0.1 0.0
H 2.5821 0.1402 1.3257 -0.2 0.0 -0.1
H 0.7184 -1.7453 -0.2964 0.0 0.1 0.1
H 0.1884 -1.8160 1.4505 0.1 0.1 -0.1
H 1.0486 0.3076 -2.0350 0.1 0.0 0.0
H 1.3942 -0.1315 -2.5260 -0.1 0.0 0.0
```
Positions in Å, forces in eV/Å.

As for the SMILES: COC1=CC1.[H][H]. As for the HOMO energy: -8.6 eV. The gap between HOMO and LUMO is 9.70 eV. The LUMO energy comes out at 1.115 eV. For the energy above the lowest of the compared OMol25 structures with the same formula, charge and spin, the calculation gives 94.2 kcal per mole.

***

6.
DFT (ωB97M-V with the def2-TZVPD basis set) results for the molecule C4H8O.

```
13
Properties=species:S:1:pos:R:3:forces:R:3
C -0.0502 -0.1181 2.0942 -0.1 -0.2 0.1
C 0.6202 -0.6119 1.0713 0.0 0.2 -0.1
O 0.0068 -1.2137 0.0061 -0.1 -0.1 0.4
C 0.1820 -0.4933 -1.2013 0.0 0.4 -0.3
C -0.5704 0.8343 -1.1737 0.2 -0.4 0.0
H 0.4524 0.3102 2.9408 0.2 0.1 0.1
H -1.1242 -0.1767 2.1299 -0.2 0.0 -0.1
H 1.7032 -0.5423 1.0010 0.1 0.0 0.0
H -0.2048 -1.1439 -1.9890 0.1 0.1 0.1
H 1.2556 -0.3135 -1.3785 -0.2 -0.1 0.0
H -1.6297 0.6539 -1.0046 -0.1 0.0 0.0
H -0.1939 1.4669 -0.3728 0.0 0.1 0.0
H -0.4472 1.3480 -2.1232 0.0 0.1 -0.1
```
Positions in Å, forces in eV/Å.

As for the SMILES: C=COCC. As for the HOMO energy: -9.4 eV. The gap between HOMO and LUMO is 10.60 eV. The LUMO energy comes out at 1.204 eV. For the energy above the lowest of the compared OMol25 structures with the same formula, charge and spin, the calculation gives 26.6 kcal per mole.

***

7.
DFT (ωB97M-V with the def2-TZVPD basis set) results for the molecule C4H8O.

```
13
Properties=species:S:1:pos:R:3:forces:R:3
C -0.1647 0.6136 0.8114 0.3 1.4 1.3
C -0.9562 -0.4724 0.1575 -0.1 -0.4 -0.1
C -0.2390 -0.6345 -1.1674 -0.3 0.3 -0.2
O 1.1259 -0.3002 -0.9188 0.2 -0.4 -0.3
C 1.2697 0.4613 0.2812 -0.5 -0.2 0.0
H -0.2471 0.5736 1.9186 0.3 0.0 -0.6
H -0.5434 1.6037 0.5272 0.0 -0.2 -0.1
H -1.9956 -0.1909 0.0519 -0.3 -0.1 -0.1
H -0.9088 -1.3888 0.7437 0.0 -0.1 0.0
H -0.3385 -1.6656 -1.5411 0.4 0.4 -0.1
H -0.6619 0.0787 -1.9063 0.2 -0.4 0.2
H 1.8846 -0.0940 0.9912 0.1 -0.1 -0.1
H 1.7752 1.4155 0.0509 -0.3 -0.3 0.1
```
Positions in Å, forces in eV/Å.

As for the SMILES: C1CCOC1. As for the HOMO energy: -9.5 eV. The gap between HOMO and LUMO is 10.64 eV. The LUMO energy comes out at 1.109 eV. For the energy above the lowest of the compared OMol25 structures with the same formula, charge and spin, the calculation gives 12.1 kcal per mole.

***

8.
DFT (ωB97M-V with the def2-TZVPD basis set) results for a cluster of 2 separate species, C4H8O in total.

```
13
Properties=species:S:1:pos:R:3:forces:R:3
C 0.3425 -1.1815 -0.9826 0.1 0.0 0.1
C 1.4401 -1.1049 -0.2313 -0.2 -0.1 -0.2
C 2.0168 0.2124 0.1375 -0.1 0.3 -0.1
O 1.5103 1.2761 -0.1467 0.2 -0.4 0.1
H -0.1003 -2.1318 -1.2648 0.1 0.1 0.1
H -0.1385 -0.2724 -1.3326 0.1 -0.1 0.0
H 1.9507 -1.9934 0.1306 -0.1 0.1 0.0
H 2.9686 0.1794 0.7065 -0.1 0.0 -0.1
C -1.9970 1.0022 0.5986 0.0 0.0 0.0
H -2.2534 1.6719 -0.2264 0.0 -0.1 0.1
H -2.5124 1.3286 1.5054 0.1 0.0 -0.1
H -2.3122 -0.0148 0.3506 0.0 0.1 0.1
H -0.9152 1.0281 0.7552 -0.2 0.0 0.0
```
Positions in Å, forces in eV/Å.

As for the SMILES: C=CC=O.C. As for the HOMO energy: -10.1 eV. The gap between HOMO and LUMO is 10.12 eV. The LUMO energy comes out at 0.020 eV. For the energy above the lowest of the compared OMol25 structures with the same formula, charge and spin, the calculation gives 27.8 kcal per mole.

***

9.
DFT (ωB97M-V with the def2-TZVPD basis set) results for a cluster of 2 separate species, C4H8O in total.

```
13
Properties=species:S:1:pos:R:3:forces:R:3
C 1.0130 3.1271 -0.3154 1.2 0.3 -1.0
C 1.6252 2.1593 -1.0060 -0.6 -0.5 0.2
H 1.0283 3.2029 0.7637 -1.1 -0.5 0.1
H 0.7583 4.0013 -0.9082 0.5 0.5 0.6
H 1.5935 1.1121 -0.7062 0.9 0.2 0.6
H 2.1178 2.3362 -1.9548 -0.8 0.0 -0.4
C -1.4623 -2.5464 1.4100 0.8 -0.5 -0.8
C -0.5684 -2.2256 0.3670 -1.0 2.2 0.1
O -1.0162 -1.9483 -0.8142 0.5 -0.5 0.3
H -1.0678 -2.4824 2.4147 -0.5 -0.2 0.2
H -2.4443 -2.8684 1.0813 -0.2 0.0 0.7
H 0.4013 -1.7795 0.5727 0.4 -0.8 -0.3
H -1.9785 -2.0883 -0.9046 0.0 -0.2 -0.2
```
Positions in Å, forces in eV/Å.

As for the HOMO energy (alpha / beta): -12.1 / -12.1 eV. The spin multiplicity is 2. The gap between HOMO and LUMO (alpha / beta) is 6.45 / 3.07 eV. As for the total charge: +1. The LUMO energy (alpha / beta) comes out at -5.605 / -8.977 eV. For the energy above the lowest of the compared OMol25 structures with the same formula, charge and spin, the calculation gives 61.0 kcal per mole. The expectation value of S² is 0.756.

***

10.
DFT (ωB97M-V with the def2-TZVPD basis set) results for a cluster of 2 separate species, C4H8O2 in total.

```
14
Properties=species:S:1:pos:R:3:forces:R:3
C 1.4780 -0.7425 1.1014 0.7 -2.2 2.4
C 0.9498 -0.4493 -0.0418 -1.2 2.7 -1.0
C 0.1975 0.8752 -0.1934 0.8 -1.7 0.6
C -0.3015 1.3811 -1.2911 1.8 -4.0 -3.7
O 0.0307 1.5584 0.9678 0.7 1.6 0.0
H 1.2405 -0.0067 1.8318 0.4 0.2 1.0
H 1.9527 -1.7137 1.4746 -0.5 1.6 -1.1
H 1.0244 -0.9848 -0.9175 0.1 -1.4 -1.7
H -0.8320 2.2409 -1.3417 -1.5 2.5 0.1
H -0.1438 0.7888 -2.3132 -0.3 1.4 2.4
H -0.5334 1.0739 1.5358 -0.9 -0.8 1.0
O -1.6570 -1.9303 -0.6200 -0.6 -1.6 2.0
H -1.6768 -1.9729 0.4021 0.1 0.0 -2.6
H -1.9644 -2.8372 -0.9050 0.5 1.5 0.5
```
Positions in Å, forces in eV/Å.

As for the SMILES: C=CC(=C)O.O. As for the HOMO energy: -8.9 eV. The gap between HOMO and LUMO is 9.49 eV. The LUMO energy comes out at 0.562 eV. For the energy above the lowest of the compared OMol25 structures with the same formula, charge and spin, the calculation gives 66.8 kcal per mole.